1.
{"formula": "C26H52Cl2EuN3O5Si2", "method": "ωB97M-V with the def2-TZVPD basis set", "symbols": ["C", "C", "H", "H", "H", "C", "C", "H", "H", "H", "H", "Eu", "Cl", "C", "O", "N", "C", "C", "H", "H", "H", "H", "H", "H", "H", "H", "H", "C", "C", "N", "H", "C", "O", "H", "H", "H", "H", "H", "H", "C", "C", "N", "H", "C", "O", "H", "H", "H", "H", "O", "C", "C", "C", "H", "C", "H", "C", "H", "C", "C", "H", "H", "H", "Si", "Cl", "C", "C", "C", "H", "H", "H", "H", "H", "H", "H", "H", "H", "C", "Si", "C", "C", "O", "H", "H", "H", "H", "H", "H", "H", "H", "H"], "xyz": [[-0.81, -4.69, -1.44], [0.57, -4.10, -1.62], [-1.47, -4.36, -2.26], [-1.24, -4.25, -0.53], [-0.84, -5.78, -1.35], [1.37, -4.36, -2.68], [0.91, -5.10, -3.88], [2.34, -3.86, -2.75], [-0.18, -5.04, -4.03], [1.15, -6.16, -3.82], [1.40, -4.70, -4.78], [-0.66, 1.18, 0.72], [-1.53, -0.37, 2.94], [2.63, 0.89, 0.35], [1.68, 1.33, -0.34], [3.86, 1.40, 0.34], [4.25, 2.43, -0.61], [4.88, 0.95, 1.29], [2.49, 0.03, 1.05], [3.39, 2.72, -1.21], [5.05, 2.05, -1.26], [4.64, 3.30, -0.06], [4.60, -0.03, 1.70], [4.98, 1.67, 2.12], [5.84, 0.86, 0.77], [-2.73, 5.11, 2.27], [-3.84, 2.99, 4.53], [-3.64, 4.63, 1.90], [-4.50, 2.98, 3.64], [-3.76, 3.28, 2.41], [-3.56, 4.56, 0.81], [-3.06, 2.38, 1.76], [-2.42, 2.71, 0.70], [-4.93, 1.96, 3.56], [-3.01, 1.34, 2.16], [-4.52, 5.20, 2.18], [-5.30, 3.72, 3.76], [-1.05, -1.96, -3.04], [1.64, -1.68, -4.29], [-1.08, -1.12, -3.74], [1.22, -0.69, -4.54], [0.14, -0.33, -3.64], [-1.95, -0.49, -3.51], [0.23, 0.69, -2.76], [-0.67, 1.02, -1.95], [2.02, 0.06, -4.47], [1.19, 1.24, -2.82], [-1.15, -1.49, -4.77], [0.85, -0.72, -5.57], [0.02, -2.24, -1.36], [0.92, -2.95, -0.66], [2.82, -1.51, -1.60], [2.37, -2.43, -0.65], [2.07, -1.01, -2.21], [4.18, -1.26, -1.74], [0.66, -3.27, 0.38], [3.26, -2.90, 0.32], [4.52, -0.61, -2.55], [5.10, -1.86, -0.87], [4.63, -2.65, 0.18], [2.86, -3.48, 1.16], [6.17, -1.69, -1.00], [5.33, -3.10, 0.88], [-4.17, -0.94, -0.16], [-1.95, -1.00, -0.13], [-4.63, 0.61, -1.11], [-4.79, -0.99, 1.64], [-4.96, -2.39, -1.03], [-3.82, 1.36, -1.18], [-5.50, 1.07, -0.61], [-4.92, 0.30, -2.13], [-4.87, -2.29, -2.12], [-6.03, -2.29, -0.74], [-4.58, -3.36, -0.68], [-3.96, -1.05, 2.37], [-5.42, -1.90, 1.72], [-5.41, -0.10, 1.85], [0.78, 4.13, 2.06], [1.01, 2.65, 3.23], [2.70, 2.69, 4.05], [-0.35, 2.58, 4.54], [1.00, 1.32, 2.33], [0.98, 5.05, 2.64], [-0.22, 4.22, 1.61], [1.51, 4.08, 1.24], [2.57, 3.07, 5.07], [3.11, 1.68, 4.09], [3.39, 3.34, 3.50], [0.12, 2.79, 5.51], [-1.14, 3.32, 4.36], [-0.80, 1.58, 4.56]], "e_lumo_ev": [2.4, 2.4], "total_charge": -1, "multiplicity": 8, "homo_lumo_gap_ev": [5.4, 5.4]}

2.
{"formula": "C25H49O11", "method": "ωB97M-V with the def2-TZVPD basis set", "symbols": ["O", "C", "O", "O", "H", "C", "C", "O", "C", "H", "H", "H", "H", "H", "H", "C", "C", "O", "C", "H", "H", "H", "H", "H", "H", "C", "C", "O", "C", "H", "H", "H", "H", "H", "H", "C", "C", "O", "C", "H", "H", "H", "H", "H", "H", "C", "C", "O", "C", "H", "H", "H", "H", "H", "H", "C", "C", "O", "C", "H", "H", "H", "H", "H", "H", "C", "C", "O", "C", "H", "H", "H", "H", "H", "H", "C", "C", "O", "C", "H", "H", "H", "H", "H", "H"], "xyz": [[0.28, 0.51, -0.31], [0.47, 0.24, 1.06], [1.62, 0.54, 1.52], [-0.48, -0.29, 1.69], [1.15, 0.93, -0.44], [4.84, 1.21, 2.42], [4.70, -0.25, 2.77], [4.70, -0.62, 3.91], [4.63, -1.24, 1.65], [5.88, 1.38, 2.13], [4.63, 1.76, 3.33], [4.19, 1.45, 1.58], [3.59, -1.30, 1.30], [4.96, -2.23, 1.96], [5.18, -0.91, 0.77], [-3.44, 2.49, -0.58], [-3.13, 3.95, -0.43], [-3.93, 4.73, 0.01], [-1.79, 4.44, -0.90], [-2.71, 1.87, -0.06], [-3.51, 2.21, -1.64], [-4.44, 2.30, -0.17], [-1.79, 4.44, -2.00], [-0.94, 3.86, -0.55], [-1.65, 5.47, -0.56], [3.37, 2.78, -1.55], [2.32, 2.78, -2.62], [2.31, 1.97, -3.49], [1.24, 3.85, -2.54], [4.31, 2.41, -1.94], [3.00, 2.17, -0.72], [3.52, 3.77, -1.13], [1.38, 4.45, -3.45], [1.32, 4.48, -1.66], [0.28, 3.34, -2.64], [1.29, -2.74, -0.71], [1.02, -4.17, -1.06], [0.27, -4.82, -0.40], [1.62, -4.73, -2.32], [2.25, -2.37, -1.06], [1.16, -2.56, 0.36], [0.54, -2.15, -1.25], [2.65, -4.43, -2.49], [0.96, -4.41, -3.14], [1.51, -5.82, -2.33], [-2.94, -3.60, -1.41], [-3.58, -2.62, -0.44], [-4.37, -3.00, 0.39], [-3.18, -1.16, -0.48], [-1.86, -3.59, -1.24], [-3.18, -3.41, -2.45], [-3.32, -4.59, -1.15], [-3.18, -0.75, -1.49], [-2.22, -1.00, 0.03], [-3.91, -0.62, 0.13], [1.25, 3.68, 2.81], [1.04, 2.78, 4.00], [1.93, 2.08, 4.40], [-0.35, 2.66, 4.58], [0.69, 3.32, 1.95], [2.29, 3.61, 2.51], [0.98, 4.71, 3.05], [-0.32, 2.05, 5.48], [-0.93, 2.13, 3.82], [-0.79, 3.63, 4.79], [-2.84, -2.05, 3.27], [-2.01, -3.30, 3.21], [-2.24, -4.22, 3.96], [-0.89, -3.36, 2.21], [-3.31, -1.95, 4.25], [-3.67, -2.23, 2.57], [-2.35, -1.13, 2.95], [-1.27, -3.41, 1.19], [-0.24, -4.20, 2.44], [-0.34, -2.42, 2.29], [-2.48, -1.44, -4.48], [-1.12, -1.39, -3.86], [-0.50, -2.41, -3.65], [-0.52, -0.05, -3.56], [-3.18, -0.72, -4.04], [-2.87, -2.45, -4.44], [-2.35, -1.16, -5.53], [0.50, -0.11, -3.21], [-1.15, 0.35, -2.75], [-0.52, 0.60, -4.44]], "e_lumo_ev": 2.2, "total_charge": -1, "homo_lumo_gap_ev": 8.2}

3.
{"formula": "C48H42BN12PdS3", "method": "ωB97M-V with the def2-TZVPD basis set", "symbols": ["Pd", "C", "C", "N", "N", "C", "B", "N", "C", "C", "C", "N", "N", "C", "C", "C", "N", "N", "C", "C", "C", "N", "H", "H", "H", "H", "H", "H", "H", "H", "H", "H", "H", "H", "N", "S", "N", "S", "N", "S", "N", "C", "C", "C", "C", "C", "C", "C", "C", "C", "C", "C", "C", "C", "C", "C", "C", "C", "C", "C", "C", "C", "C", "C", "C", "C", "C", "C", "C", "C", "C", "C", "C", "C", "C", "C", "C", "H", "H", "H", "H", "H", "H", "H", "H", "H", "H", "H", "H", "H", "H", "H", "H", "H", "H", "H", "H", "H", "H", "H", "H", "H", "H", "H", "H", "H", "H"], "xyz": [[-1.74, -0.13, 0.82], [-1.21, 0.54, 5.10], [-0.70, 0.18, 3.86], [-1.66, 0.22, 2.94], [-2.79, 0.60, 3.56], [-2.55, 0.79, 4.86], [-4.13, 0.79, 2.80], [-3.92, 1.91, 1.71], [-4.50, 3.09, 1.43], [-3.90, 3.64, 0.32], [-2.94, 2.70, -0.05], [-2.97, 1.67, 0.78], [-4.50, -0.51, 2.01], [-5.66, -1.17, 1.99], [-5.55, -2.23, 1.12], [-4.25, -2.15, 0.64], [-3.62, -1.11, 1.18], [-5.21, 1.07, 3.83], [-5.93, 2.15, 4.23], [-6.69, 1.79, 5.31], [-6.36, 0.44, 5.52], [-5.48, 0.01, 4.65], [-0.69, 0.59, 6.04], [0.31, -0.09, 3.58], [-3.33, 1.09, 5.54], [-5.31, 3.48, 2.01], [-4.14, 4.57, -0.16], [-2.25, 2.71, -0.88], [-6.49, -0.86, 2.60], [-6.30, -2.96, 0.87], [-3.75, -2.80, -0.07], [-5.85, 3.12, 3.77], [-7.37, 2.41, 5.86], [-6.73, -0.23, 6.28], [-1.52, 0.06, -1.31], [-0.39, -0.52, -2.21], [0.76, 0.54, -2.34], [2.22, 0.71, -1.79], [2.79, -0.08, -0.62], [1.92, -0.44, 0.77], [0.48, -0.30, 0.76], [2.75, 0.58, 1.97], [2.18, 1.84, 2.16], [2.73, 2.67, 3.12], [3.82, 2.25, 3.88], [4.35, 0.98, 3.69], [3.82, 0.13, 2.73], [2.56, -2.09, 1.03], [3.81, -2.49, 0.61], [4.23, -3.78, 0.89], [3.39, -4.64, 1.59], [2.14, -4.22, 2.01], [1.71, -2.93, 1.73], [2.31, 2.45, -1.52], [1.46, 3.33, -2.18], [1.63, 4.69, -1.97], [2.63, 5.14, -1.12], [3.48, 4.25, -0.48], [3.33, 2.89, -0.67], [3.30, 0.38, -3.15], [2.82, 0.55, -4.44], [3.69, 0.34, -5.49], [5.01, -0.03, -5.25], [5.47, -0.19, -3.95], [4.62, 0.02, -2.88], [0.22, -2.12, -1.80], [1.47, -2.57, -2.23], [1.83, -3.88, -1.96], [0.96, -4.71, -1.28], [-0.29, -4.26, -0.87], [-0.67, -2.95, -1.14], [-1.15, -0.70, -3.79], [-2.07, 0.27, -4.16], [-2.67, 0.18, -5.41], [-2.33, -0.87, -6.26], [-1.40, -1.83, -5.87], [-0.80, -1.76, -4.63], [1.32, 2.14, 1.59], [2.31, 3.65, 3.28], [4.23, 2.90, 4.63], [5.18, 0.65, 4.29], [4.23, -0.86, 2.59], [4.46, -1.81, 0.06], [5.21, -4.11, 0.57], [3.72, -5.65, 1.82], [1.49, -4.90, 2.56], [0.73, -2.58, 2.05], [0.68, 2.96, -2.83], [0.98, 5.39, -2.47], [2.76, 6.21, -0.97], [4.26, 4.61, 0.18], [3.97, 2.18, -0.17], [1.79, 0.84, -4.61], [3.33, 0.46, -6.51], [5.68, -0.20, -6.08], [6.50, -0.48, -3.77], [4.96, -0.10, -1.86], [2.14, -1.92, -2.78], [2.80, -4.24, -2.28], [1.25, -5.74, -1.08], [-0.97, -4.92, -0.35], [-1.63, -2.57, -0.83], [-2.32, 1.07, -3.48], [-3.40, 0.91, -5.71], [-2.80, -0.94, -7.23], [-1.16, -2.65, -6.54], [-0.10, -2.51, -4.31]], "e_lumo_ev": [-5.0, -7.4], "total_charge": 2, "multiplicity": 4, "homo_lumo_gap_ev": [7.6, 5.2]}

4.
{"formula": "C5H10O2", "method": "ωB97M-V with the def2-TZVPD basis set", "symbols": ["C", "C", "O", "C", "C", "C", "H", "H", "H", "H", "H", "H", "H", "H", "O", "H", "H"], "xyz": [[-0.20, 2.35, -1.39], [-0.08, 1.16, -0.83], [0.44, 0.09, -1.52], [-0.20, 0.91, 0.61], [0.42, -0.08, 1.23], [0.25, -0.42, 2.68], [-0.03, 2.53, -2.45], [-0.61, 3.20, -0.88], [0.18, -0.01, -2.44], [-0.96, 1.49, 1.14], [1.12, -0.67, 0.64], [-0.11, 0.44, 3.23], [1.15, -0.84, 3.11], [-0.51, -1.21, 2.73], [-0.02, -3.15, -2.15], [-0.97, -3.32, -2.23], [0.15, -2.47, -1.48]], "smiles": "C=C(O)/C=C/C.O", "e_lumo_ev": 0.8, "homo_lumo_gap_ev": 9.4}

5.
{"formula": "C35H68INO8S", "method": "ωB97M-V with the def2-TZVPD basis set", "symbols": ["C", "C", "C", "I", "C", "C", "O", "N", "C", "C", "S", "H", "H", "H", "H", "H", "H", "H", "H", "H", "H", "H", "H", "C", "C", "C", "O", "C", "H", "H", "H", "H", "H", "H", "H", "H", "C", "C", "C", "O", "C", "H", "H", "H", "H", "H", "H", "H", "H", "C", "C", "C", "O", "C", "H", "H", "H", "H", "H", "H", "H", "H", "C", "C", "C", "O", "C", "H", "H", "H", "H", "H", "H", "H", "H", "C", "C", "C", "O", "C", "H", "H", "H", "H", "H", "H", "H", "H", "C", "C", "C", "O", "C", "H", "H", "H", "H", "H", "H", "H", "H", "C", "C", "C", "O", "C", "H", "H", "H", "H", "H", "H", "H", "H"], "xyz": [[6.82, -4.75, -1.43], [5.97, -3.98, -2.45], [4.99, -3.04, -1.77], [4.19, -1.72, -3.29], [3.95, -3.68, -0.84], [2.84, -2.63, -0.62], [2.93, -1.63, 0.06], [1.66, -3.00, -1.31], [1.92, -4.23, -2.07], [3.06, -4.86, -1.26], [3.73, -6.43, -1.83], [7.28, -5.62, -1.88], [7.59, -4.09, -1.03], [6.21, -5.08, -0.59], [5.46, -4.65, -3.13], [6.64, -3.38, -3.07], [5.57, -2.37, -1.13], [4.37, -3.81, 0.15], [1.41, -2.27, -1.96], [1.08, -4.91, -2.08], [2.31, -4.04, -3.07], [2.59, -5.16, -0.32], [3.81, -6.18, -3.15], [2.03, 2.91, 0.00], [2.69, 1.59, -0.37], [2.89, 1.75, -1.87], [3.08, 3.15, -2.10], [2.74, 3.89, -0.93], [2.13, 3.18, 1.05], [0.96, 2.88, -0.24], [3.66, 1.50, 0.13], [2.10, 0.71, -0.11], [2.00, 1.42, -2.42], [3.75, 1.20, -2.24], [3.67, 4.26, -0.47], [2.13, 4.74, -1.20], [0.04, -0.02, 2.28], [-0.21, 0.40, 3.72], [-0.31, -0.94, 4.43], [0.53, -1.84, 3.70], [0.93, -1.24, 2.46], [0.50, 0.75, 1.66], [-0.91, -0.31, 1.80], [0.66, 0.96, 4.10], [-1.09, 1.02, 3.86], [-1.34, -1.33, 4.40], [0.02, -0.91, 5.47], [1.98, -0.96, 2.52], [0.82, -1.97, 1.66], [-3.42, -6.05, -2.67], [-2.63, -7.35, -2.56], [-1.21, -6.87, -2.79], [-1.15, -5.53, -2.27], [-2.47, -5.06, -2.01], [-4.39, -6.08, -2.19], [-3.56, -5.79, -3.73], [-2.73, -7.77, -1.56], [-2.93, -8.11, -3.28], [-0.96, -6.85, -3.85], [-0.47, -7.49, -2.27], [-2.62, -5.02, -0.93], [-2.57, -4.04, -2.41], [0.20, 5.51, 3.44], [-0.21, 6.75, 2.65], [-0.31, 6.19, 1.23], [-0.71, 4.82, 1.37], [-0.59, 4.42, 2.74], [-0.02, 5.57, 4.50], [1.27, 5.33, 3.33], [-1.18, 7.11, 2.98], [0.50, 7.57, 2.72], [0.66, 6.22, 0.72], [-1.03, 6.72, 0.62], [-1.60, 4.32, 3.16], [-0.11, 3.44, 2.78], [-2.30, -12.12, -1.23], [-1.18, -11.50, -0.40], [-0.41, -10.72, -1.45], [-1.37, -10.30, -2.42], [-2.60, -10.99, -2.21], [-3.17, -12.41, -0.65], [-1.94, -13.00, -1.76], [-1.59, -10.82, 0.35], [-0.56, -12.24, 0.12], [0.34, -11.35, -1.94], [0.09, -9.84, -1.05], [-3.33, -10.29, -1.80], [-2.98, -11.35, -3.17], [-2.01, 7.98, -3.84], [-2.39, 6.60, -3.32], [-1.54, 6.49, -2.07], [-1.39, 7.82, -1.57], [-1.84, 8.76, -2.54], [-2.74, 8.42, -4.51], [-1.05, 7.93, -4.38], [-3.45, 6.58, -3.06], [-2.20, 5.79, -4.03], [-0.54, 6.09, -2.30], [-1.99, 5.86, -1.30], [-2.80, 9.18, -2.21], [-1.12, 9.57, -2.62], [-4.69, 8.67, 4.99], [-4.69, 10.19, 5.02], [-3.20, 10.50, 5.10], [-2.53, 9.45, 4.40], [-3.45, 8.38, 4.14], [-5.59, 8.23, 4.57], [-4.55, 8.27, 5.99], [-5.11, 10.59, 4.10], [-5.25, 10.61, 5.86], [-2.85, 10.50, 6.14], [-2.93, 11.45, 4.64], [-3.70, 8.38, 3.07], [-2.98, 7.43, 4.39]], "smiles": "CC[C@@H](I)[C@H]1C(=O)NC[C@H]1S.C1CCOC1.C1CCOC1.C1CCOC1.C1CCOC1.C1CCOC1.C1CCOC1.C1CCOC1", "e_lumo_ev": 0.5, "homo_lumo_gap_ev": 9.5}

6.
{"formula": "HO3P2S2", "method": "ωB97M-V with the def2-TZVPD basis set", "symbols": ["O", "P", "S", "P", "O", "S", "O", "H"], "xyz": [[0.28, -4.18, -1.84], [1.14, -3.03, -1.60], [2.71, -2.83, -2.66], [-0.19, -1.07, -1.53], [-1.04, -0.92, -0.35], [1.41, 0.37, -1.16], [0.72, 1.06, 0.17], [0.28, 0.38, 0.78]], "smiles": "O=P([S-])=P(=O)SO", "e_lumo_ev": 2.9, "total_charge": -1, "homo_lumo_gap_ev": 6.9}

7.
{"formula": "C4H6ClNO", "method": "ωB97M-V with the def2-TZVPD basis set", "symbols": ["C", "C", "C", "C", "N", "O", "Cl", "H", "H", "H", "H", "H", "H"], "xyz": [[-0.40, -0.20, 0.16], [2.25, -0.95, -0.65], [-1.83, -0.45, 0.56], [0.02, 1.20, -0.03], [0.23, -1.25, -0.06], [2.46, -1.25, -1.76], [3.32, -0.34, 0.52], [-2.25, 0.19, -0.11], [-2.20, -1.47, 0.13], [-2.13, -0.19, 1.59], [-0.72, 2.06, 0.02], [0.47, 1.17, -1.02], [0.77, 1.47, 0.64]], "e_lumo_ev": [0.1, 0.1], "homo_lumo_gap_ev": [8.8, 8.8]}

8.
{"formula": "C22H16BrCl2I2MnN4O2S2", "method": "ωB97M-V with the def2-TZVPD basis set", "symbols": ["Mn", "N", "C", "C", "C", "C", "C", "C", "S", "O", "O", "N", "C", "N", "C", "C", "C", "N", "H", "H", "H", "H", "H", "H", "H", "H", "H", "Cl", "C", "C", "C", "C", "C", "Cl", "C", "S", "H", "H", "H", "I", "I", "Br", "C", "C", "C", "C", "C", "C", "H", "H", "H", "H"], "xyz": [[1.01, 0.11, -0.64], [-5.00, -0.18, 4.44], [-3.96, 0.41, 3.74], [-3.79, 1.79, 3.74], [-2.73, 2.38, 3.09], [-1.80, 1.58, 2.44], [-1.95, 0.20, 2.43], [-3.02, -0.39, 3.07], [-0.40, 2.33, 1.67], [-0.70, 3.71, 1.41], [0.78, 2.02, 2.42], [-0.24, 1.48, 0.26], [-1.21, 1.43, -0.68], [-0.88, 0.50, -1.63], [-1.68, 0.34, -2.67], [-2.85, 1.07, -2.78], [-3.13, 1.95, -1.74], [-2.33, 2.14, -0.69], [-5.80, 0.41, 4.61], [-5.27, -1.11, 4.14], [-4.52, 2.41, 4.26], [-2.60, 3.45, 3.07], [-1.21, -0.41, 1.92], [-3.13, -1.46, 3.07], [-1.38, -0.38, -3.42], [-3.52, 0.96, -3.61], [-4.05, 2.53, -1.74], [1.10, -2.33, -1.44], [1.29, -1.88, -3.12], [0.81, -2.77, -4.06], [0.95, -2.49, -5.41], [1.57, -1.31, -5.79], [2.05, -0.43, -4.84], [2.81, 1.02, -5.38], [1.92, -0.67, -3.46], [2.55, 0.48, -2.30], [0.34, -3.69, -3.73], [0.58, -3.18, -6.15], [1.70, -1.07, -6.84], [4.96, -2.21, -0.44], [6.85, -3.70, -1.56], [4.95, -0.87, 4.61], [3.87, -0.60, 3.08], [4.22, 0.37, 2.15], [3.43, 0.55, 1.03], [2.30, -0.23, 0.84], [1.96, -1.20, 1.78], [2.75, -1.39, 2.90], [5.10, 0.98, 2.31], [3.70, 1.32, 0.31], [1.08, -1.82, 1.65], [2.49, -2.15, 3.63]], "e_lumo_ev": [-1.3, -1.2], "multiplicity": 5, "homo_lumo_gap_ev": [7.1, 7.3]}